(1)
2 unconnected molecules or ions with the total composition C9H14 at a distorted geometry, computed with ωB97M-V/def2-TZVPD.

Positions of all 23 atoms, in Å:
C1 0.908 -3.309 -0.281
C2 1.103 -3.333 1.232
H1 1.652 -2.838 -0.929
H2 1.016 -4.274 -0.793
H3 -0.057 -2.824 -0.423
H4 1.466 -4.300 1.573
H5 0.178 -3.096 1.758
H6 1.769 -2.578 1.664
C3 1.842 0.716 -1.039
C4 -0.939 1.655 1.386
C5 -2.068 1.446 0.550
C6 0.290 1.558 0.792
C7 0.494 1.045 -0.512
C8 -1.919 1.077 -0.786
C9 -0.682 0.895 -1.339
H7 -0.929 2.023 2.401
H8 -3.076 1.507 0.944
H9 1.143 1.649 1.460
H10 -2.812 1.002 -1.387
H11 1.693 0.718 -2.115
H12 2.187 -0.305 -0.810
H13 -0.517 0.618 -2.373
H14 2.576 1.357 -0.564

The expectation value of S² is 0.77. The relative energy (zero: lowest compared OMol25 entry of this formula, charge and spin) comes out at 0.681 eV. Its maximum force is 1.8 eV/Å. Its spin multiplicity is 2. The value obtained for the orbital gap (spin up / spin down) is 9.8 / 5.9 eV. As for the total charge: +1. The LUMO energy (spin up / spin down) comes out at -4.42 / -8.30 eV. The value obtained for the HOMO energy (spin up / spin down) is -14.19 / -14.19 eV.

Results of the Mulliken charge analysis, in e, for atoms 1 through 2: -0.688 -0.841

=====

(2)
2 unconnected molecules or ions with the total composition C9H14 at a distorted geometry, computed with ωB97M-V/def2-TZVPD.

Positions of all 23 atoms, in Å:
C1 -1.789 0.255 1.573
C2 0.512 0.844 0.503
C3 -0.892 0.896 0.413
C4 1.225 1.359 -0.583
C5 0.510 2.092 -1.540
C6 -1.585 1.637 -0.592
C7 -0.914 2.289 -1.584
H1 0.799 0.543 1.568
H2 2.306 1.256 -0.731
H3 -1.473 -0.815 1.595
H4 -2.852 0.267 1.229
H5 0.964 2.454 -2.476
H6 -2.636 1.850 -0.490
H7 -1.388 2.926 -2.293
H8 -1.754 0.729 2.550
C8 0.965 -2.992 0.340
C9 1.644 -4.284 0.787
H9 0.993 -2.135 1.100
H10 1.331 -2.866 -0.674
H11 -0.144 -3.086 0.319
H12 1.587 -5.049 0.046
H13 1.514 -4.534 1.856
H14 2.697 -4.117 0.493

The expectation value of S² is 0.77. The relative energy (zero: lowest compared OMol25 entry of this formula, charge and spin) comes out at 1.598 eV. Its maximum force is 3.6 eV/Å. Its spin multiplicity is 2. The value obtained for the orbital gap (spin up / spin down) is 9.2 / 5.2 eV. As for the total charge: +1. The LUMO energy (spin up / spin down) comes out at -4.38 / -8.36 eV. The value obtained for the HOMO energy (spin up / spin down) is -13.60 / -13.60 eV.

Results of the Mulliken charge analysis, in e, for atoms 1 through 2: -1.191 -0.027

=====

(3)
2 unconnected molecules or ions with the total composition C9H14 at a distorted geometry, computed with ωB97M-V/def2-TZVPD.

Positions of all 23 atoms, in Å:
C1 0.242 -1.635 -1.022
C2 -2.431 1.571 -0.264
C3 -2.813 0.487 -1.078
C4 -1.154 1.621 0.220
C5 -2.007 -0.528 -1.436
C6 -0.219 0.682 -0.232
C7 -0.694 -0.483 -0.906
H1 -3.156 2.421 -0.068
H2 -3.690 0.609 -1.665
H3 -0.710 2.502 0.883
H4 -2.446 -1.230 -2.053
H5 0.856 0.895 -0.031
H6 1.138 -1.334 -1.605
H7 -0.142 -2.602 -1.464
H8 0.560 -2.165 -0.176
C8 3.055 -1.171 2.118
C9 3.853 0.072 1.685
H9 2.095 -1.547 1.498
H10 3.617 -2.073 2.177
H11 2.649 -0.825 3.089
H12 4.680 0.254 2.398
H13 3.241 1.112 1.844
H14 4.315 0.283 0.670

The expectation value of S² is 0.77. The relative energy (zero: lowest compared OMol25 entry of this formula, charge and spin) comes out at 1.857 eV. Its maximum force is 4.0 eV/Å. Its spin multiplicity is 2. The value obtained for the orbital gap (spin up / spin down) is 9.7 / 5.9 eV. As for the total charge: +1. The LUMO energy (spin up / spin down) comes out at -4.46 / -8.28 eV. The value obtained for the HOMO energy (spin up / spin down) is -14.16 / -14.16 eV.

Results of the Mulliken charge analysis, in e, for atoms 1 through 2: -1.134 -0.193